# C2H5NO2

A single C2H5NO2 molecule in a non-equilibrium geometry (the ωB97M-V functional and the def2-TZVPD basis, the Open Molecules 2025 dataset).

Geometry as XYZ:
```
10
Properties=species:S:1:pos:R:3:forces:R:3
C 1.0551 -0.7240 0.3835 1.05 0.83 -0.15
O -2.0007 0.4712 -1.0110 0.26 0.10 -0.46
H 0.9274 -0.0757 1.2488 -0.39 -0.39 0.11
O -0.7181 1.4354 0.5511 -0.35 -0.73 -0.13
H 0.9974 -1.7769 0.6194 -0.16 -0.22 0.28
H 0.1204 -0.6816 -1.5737 0.16 -0.61 0.14
N 0.0983 -0.3539 -0.6250 -0.47 0.83 -0.36
H 2.0868 -0.4967 0.0889 -0.11 -0.20 -0.31
C -0.9357 0.5082 -0.4381 -0.25 -0.01 0.80
H -1.6309 1.6941 0.7561 0.27 0.39 0.07
```
Forces are in eV/Å.

Computed properties:
Relative energy (zero: lowest compared OMol25 entry of this formula, charge and spin) ... 0.167 eV
HOMO level ... -9.84 eV
Kohn-Sham gap ... 0.3905 hartree
Charge ... 0